[1]
DFT (ωB97M-V/def2-TZVPD) results for C21H29N3O4S in the gas phase in a non-equilibrium geometry.

```
58
C21H29N3O4S | OMol25 | ωB97M-V/def2-TZVPD
C -3.68815 -3.60007 0.52058
N -4.63484 -2.70451 -0.09914
C -4.80613 -2.89620 -1.51895
S -4.42680 -1.10974 0.33286
O -5.46713 -0.36435 -0.30353
O -4.31997 -1.07133 1.75705
N -2.93925 -0.72693 -0.37300
C -1.86609 -0.46207 0.56617
C -1.94808 0.95224 1.13445
N -1.95037 1.92853 0.05264
C -1.88700 3.29173 0.55573
C -0.43672 3.76355 0.74087
O 0.17268 3.03010 1.77556
C 0.32635 3.63280 -0.59971
O 1.72595 3.58993 -0.42595
C 2.34988 2.37742 -0.29639
C 1.70428 1.15621 -0.14206
C 2.44786 -0.00270 -0.01806
C 3.83848 0.01847 -0.04593
C 4.61612 -1.22196 0.08385
C 5.74969 -1.43554 -0.69747
C 6.47918 -2.60351 -0.57681
C 6.09172 -3.57685 0.32888
C 4.96787 -3.37475 1.11230
C 4.23491 -2.20908 0.99023
C 4.47385 1.25089 -0.19481
C 3.74431 2.41332 -0.31518
C -3.09449 1.69312 -0.81296
C -2.99925 0.28731 -1.40540
H -2.69933 -3.53902 0.05022
H -4.06076 -4.62156 0.44594
H -3.61414 -3.31792 1.56724
H -3.85783 -2.79957 -2.06135
H -5.22609 -3.88570 -1.69831
H -5.50398 -2.13875 -1.86503
H -1.94547 -1.18565 1.37558
H -0.92232 -0.61137 0.03265
H -1.08827 1.15131 1.77438
H -2.86869 1.02436 1.73770
H -2.35533 3.96099 -0.16928
H -2.41342 3.39633 1.51454
H -0.45940 4.82847 1.02969
H 1.11423 3.24382 1.77836
H -0.03366 2.75186 -1.13768
H 0.13228 4.52226 -1.20554
H 0.62906 1.10289 -0.09418
H 1.93261 -0.94640 0.08867
H 6.04763 -0.68756 -1.41788
H 7.35311 -2.75689 -1.19341
H 6.66332 -4.48825 0.42412
H 4.66332 -4.12826 1.82435
H 3.36996 -2.04977 1.61774
H 5.55262 1.29892 -0.19619
H 4.23325 3.36881 -0.42520
H -3.08411 2.42729 -1.62240
H -4.05016 1.77141 -0.26862
H -3.87485 0.08555 -2.02019
H -2.09242 0.19636 -2.01171
```

Values from the calculation:
**Lowest unoccupied orbital energy**: 0.66 eV
**Electronic energy**: -1681.00161 a.u.
**Structure (SMILES)**: CN(C)S(=O)(=O)N1CCN(C[C@@H](O)COc2ccc(-c3ccccc3)cc2)CC1
**Energy relative to the best compared isomer or geometry (same formula, charge and spin)**: 3.007 eV

[2]
DFT (ωB97M-V/def2-TZVPD) results for C6H8FN in the gas phase in a non-equilibrium geometry.

```
16
C6H8FN | OMol25 | ωB97M-V/def2-TZVPD
C -2.33319 -1.07319 -0.00354
C -1.07521 -0.29195 0.00276
C 0.22395 -0.78792 -0.00430
N 1.09239 0.26706 -0.00223
C 2.52771 0.17077 0.00297
C 0.38203 1.44595 0.00251
C -0.93505 1.11025 0.00487
F -1.95564 1.96710 -0.00232
H -2.93670 -0.86535 0.89029
H -2.16533 -2.14447 -0.01855
H -2.91648 -0.82974 -0.87996
H 0.59227 -1.80227 0.01686
H 2.82930 -0.11499 1.01712
H 2.97763 1.12696 -0.28515
H 2.84577 -0.57659 -0.73783
H 0.84655 2.39837 -0.00351
```

Values from the calculation:
**Lowest unoccupied orbital energy**: 0.92 eV
**Electronic energy**: -388.02812 a.u.
**Structure (SMILES)**: Cc1cn(C)cc1F
**Energy relative to the best compared isomer or geometry (same formula, charge and spin)**: 0.275 eV

> energy relative to the best compared isomer or geometry (same formula, charge and spin) of number 1 (C21H29N3O4S)?

3.007 eV

> What is the lowest unoccupied orbital energy in the second record?

0.92 eV

> Look up the electronic energy of the first one.

-1681.00161 a.u.

> Among the records above, which one has the highest energy relative to the best compared isomer or geometry (same formula, charge and spin)?

C21H29N3O4S